Entry 1:
78
Properties=species:S:1:pos:R:3:forces:R:3 method="wB97M-V/def2-TZVPD" e_above_lowest_ev=0.000 molar_mass_g_mol=1250.24
C 0.304 0.655 3.579 0.0 0.0 0.0
N -0.184 -2.077 -0.400 0.2 -0.1 0.2
C -2.117 -2.234 -4.600 -0.1 0.0 0.0
H 2.315 -3.184 -0.855 0.0 0.0 0.0
N 0.020 -2.490 -3.625 0.0 0.0 0.0
H -0.451 2.963 3.113 0.0 0.0 0.0
H -1.065 -3.943 3.381 0.0 0.0 0.0
H -2.703 -3.815 5.038 0.0 0.0 0.0
C -0.887 -2.869 3.320 -0.1 0.0 0.0
C -2.023 1.743 2.304 0.0 -0.1 0.0
H 0.705 2.227 1.184 0.0 0.0 0.0
C -1.077 0.936 -2.973 0.1 0.0 0.1
C 1.480 0.785 5.682 0.0 0.0 0.0
H 3.413 1.909 3.143 0.0 0.0 0.0
P -1.112 0.159 2.546 -0.1 0.1 0.2
C -3.916 2.978 1.475 0.0 0.0 0.0
H -1.552 5.096 2.634 0.0 0.0 0.0
H 3.480 1.554 5.579 0.0 0.0 0.0
H -3.799 5.116 1.575 0.0 0.0 0.0
C -1.420 2.959 2.632 0.0 0.0 0.0
C -2.045 4.169 2.373 0.0 0.0 0.0
H -1.639 -6.275 -1.102 0.0 0.0 0.0
C 1.414 1.422 1.425 0.0 0.2 0.0
Br 2.037 -1.658 1.695 -0.1 0.0 0.0
F -3.153 -2.728 -5.272 0.0 0.0 0.0
H -4.901 2.980 1.023 0.0 0.0 0.0
C -0.773 -5.632 -1.045 0.0 0.1 0.0
C -0.976 -4.249 -0.739 0.0 0.1 0.1
H 2.401 1.815 1.162 0.0 0.0 0.0
O -0.718 0.531 -0.630 -0.4 0.0 0.0
Ta 1.105 -0.104 -0.132 0.4 -0.3 -0.5
C -3.826 -2.072 5.570 0.0 0.0 0.0
C -2.837 -2.752 4.878 0.0 0.0 0.0
O -0.908 -4.289 -4.669 0.0 0.0 0.0
O -2.779 1.011 -1.316 0.1 0.0 0.0
C 1.461 -3.845 -0.899 0.1 0.0 0.0
C -2.107 -0.969 -4.180 0.0 0.1 0.0
C 0.149 -3.340 -0.653 -0.1 -0.2 0.0
C 1.599 -5.161 -1.198 0.1 0.0 0.0
C -1.000 -3.135 -4.343 0.1 0.0 0.0
Se 4.323 0.195 -2.776 -0.1 0.0 0.0
H 1.504 0.628 6.753 0.0 0.0 0.0
Se -1.968 -2.002 -0.267 -0.1 0.3 0.2
H -4.859 0.347 2.159 0.0 0.0 0.0
H -4.546 0.585 0.429 0.0 0.0 0.0
H 0.068 -2.656 3.807 0.0 0.0 0.0
H -2.939 -0.302 -4.358 0.0 0.0 0.0
H -0.522 0.057 5.467 0.0 0.0 0.0
C -2.179 -0.723 3.761 0.0 -0.1 0.0
Se 2.596 1.641 -3.465 0.1 -0.1 0.0
C 1.417 1.178 2.910 -0.1 -0.1 -0.1
C -1.999 -2.098 3.977 0.0 0.0 0.0
H 0.820 -3.059 -3.375 0.0 0.0 0.0
Se 3.486 -0.729 -0.785 0.2 0.0 0.1
H -4.465 -2.604 6.263 0.0 0.0 0.0
C -3.299 4.179 1.785 0.0 0.0 0.0
C -4.080 0.505 1.410 0.0 0.0 0.0
C -3.168 -0.046 4.475 0.0 0.0 0.0
O 0.963 -0.814 -2.442 0.0 0.1 0.2
C -3.301 1.754 1.724 0.0 0.0 0.0
H -1.760 1.519 -3.583 0.0 0.0 0.0
H -3.300 1.019 4.323 0.0 0.0 0.0
H -4.745 -0.161 5.918 0.0 0.0 0.0
N -1.032 -0.437 -3.488 0.0 0.0 0.0
C 0.342 0.464 4.957 0.0 0.0 0.0
C -1.604 0.871 -1.545 0.1 0.2 -0.1
H -0.075 1.352 -3.015 0.0 0.0 0.0
C 0.488 -6.064 -1.268 0.0 0.0 0.0
Se 1.849 2.215 -1.369 -0.1 0.1 0.1
C 2.584 1.305 5.026 0.0 0.0 0.0
H -0.761 -2.592 2.273 0.0 0.0 0.0
H 2.593 -5.544 -1.389 0.0 0.0 0.0
C 2.546 1.505 3.653 0.0 0.0 0.0
H -3.454 -0.384 1.415 0.0 0.0 0.0
H 0.674 -7.102 -1.511 0.0 0.0 0.0
C -3.986 -0.709 5.375 0.0 0.0 0.0
N -2.170 -3.708 -0.548 0.2 -0.3 -0.2
C 0.033 -1.213 -3.144 -0.1 0.0 -0.2



Entry 2:
61
Properties=species:S:1:pos:R:3:forces:R:3 method="wB97M-V/def2-TZVPD" e_above_lowest_ev=0.000 smiles="CCOc1cccc(-c2nn(-c3ccccc3)cc2/C=C(/C#N)C(=O)NCCCn2ccnc2)c1" molar_mass_g_mol=466.54
H 2.092 2.349 4.953 0.0 0.0 0.1
C -0.643 -0.949 -1.705 0.5 -0.5 0.6
C 2.637 2.066 0.238 0.3 0.7 -0.3
H -0.281 1.458 5.341 0.0 -0.1 -0.1
C -1.867 -0.306 -3.733 0.1 -0.1 0.1
H 2.983 1.894 2.423 -0.1 -0.1 -0.1
C -0.482 1.411 2.181 -0.2 -0.1 0.1
H 1.202 1.056 -1.520 0.0 0.1 0.1
C 0.480 -0.800 -0.821 -0.5 -0.6 0.0
H 1.947 0.904 5.956 0.0 0.1 0.0
C 1.252 0.387 -0.667 0.5 0.2 0.5
C 2.007 0.814 0.381 -0.5 -0.8 -0.5
H -0.231 4.438 1.384 0.0 0.3 0.0
N -0.641 2.357 1.295 -0.2 -0.2 -0.4
H -1.821 5.178 -1.312 0.0 -0.1 0.0
N 2.716 0.949 2.653 0.2 0.1 -0.1
C -0.118 -6.241 0.640 0.0 -0.1 0.0
C -0.209 3.498 1.896 0.1 0.0 0.2
H -0.979 1.644 -1.109 0.0 0.1 0.1
C -0.502 -4.227 -0.603 -0.3 -1.0 0.1
C -1.356 -4.920 -1.457 0.1 0.2 0.0
H -2.937 0.365 -5.457 0.0 0.0 -0.1
H 0.600 3.859 3.930 0.1 0.1 0.2
H -1.484 3.586 -0.592 -0.1 0.1 -0.1
H -1.832 -4.381 -2.260 0.0 0.0 0.0
C 0.367 1.124 4.522 0.2 -0.1 0.6
H 0.756 -4.357 1.137 0.1 0.1 0.1
H -1.136 -7.988 -0.061 0.0 -0.1 0.0
H 0.653 4.782 -0.996 0.1 0.0 0.1
N -0.288 -2.864 -0.829 0.6 1.0 0.1
C -0.961 -6.934 -0.214 0.0 -0.1 0.0
C -1.361 1.389 -2.086 0.0 0.1 0.1
C -1.296 0.065 -2.518 -0.3 0.2 -0.5
H -3.021 2.720 -4.704 0.0 0.1 -0.1
H 0.222 5.026 -2.696 0.0 0.1 -0.1
N -1.073 -2.192 -1.682 -0.7 0.2 -0.5
C -1.582 -6.268 -1.258 0.1 0.0 0.1
C 0.215 3.222 3.161 0.0 0.3 0.0
O -2.107 3.663 -2.572 -0.2 -0.2 -0.2
H -0.731 0.380 2.025 0.0 -0.3 0.1
C 1.833 1.288 4.942 -0.1 -0.2 -0.3
H -1.810 -1.336 -4.046 0.0 -0.1 0.0
H 0.554 3.404 -2.087 0.1 -0.1 0.0
H 0.155 0.072 4.317 0.0 0.1 0.0
H 3.829 0.682 4.389 -0.1 -0.1 0.0
H 0.360 -6.754 1.460 0.0 0.0 0.1
C -2.491 0.647 -4.515 0.0 0.1 0.0
N 0.042 1.876 3.337 -0.3 0.2 -0.3
C -1.365 4.199 -1.490 0.4 0.2 0.3
H 1.398 -2.422 0.390 0.1 -0.1 0.1
H -2.244 -6.803 -1.923 -0.1 0.0 -0.1
C 2.132 0.165 1.712 0.4 0.4 0.2
C -1.976 2.347 -2.885 -0.1 -0.1 -0.3
C 2.805 0.533 4.031 0.0 -0.1 0.3
C 0.652 -2.069 -0.287 -0.1 0.1 -0.1
C 0.113 -4.890 0.455 0.0 0.2 -0.1
C 0.111 4.365 -1.839 -0.4 -0.1 0.0
C -2.541 1.964 -4.104 0.0 0.1 0.2
O 1.747 -0.962 1.974 -0.3 -0.3 -0.1
N 3.152 3.089 0.140 0.1 0.2 0.0
H 2.575 -0.536 4.044 0.1 0.1 0.1



Calculated highest occupied orbital energy (eV), listed in the same order as above: -7.4 -8.0
Calculated strongest force on any atom (eV/Å), listed in the same order as above: 0.66 1.18
Calculated frontier orbital gap (eV), listed in the same order as above: 5.629 7.751